Entry i
ORCA calculation (the ωB97M-V functional and the def2-TZVPD basis) on a cluster of 2 separate species, C3H11N3O in total.

Results
lowest unoccupied orbital energy = 0.439 eV
molecular weight = 105.141 g/mol

```
! RIJCOSX wB97M-V def2-TZVPD def2/J DEFGRID3
* xyz 0 1
C -1.952 -0.567 0.685
O -1.518 -0.468 -0.674
C -0.774 -0.141 1.633
N -0.214 1.212 1.284
H -2.843 0.054 0.887
H -2.206 -1.620 1.035
H -1.101 -0.162 2.688
H -0.052 -0.951 1.528
H -0.866 1.567 0.618
H -0.369 1.823 2.083
N 1.490 -0.758 -2.439
C 0.978 -0.127 -1.342
N 1.813 0.661 -0.632
H 2.479 -0.748 -2.577
H 0.977 -1.323 -3.114
H -0.040 -0.331 -0.914
H 1.508 1.023 0.271
H 2.691 0.856 -1.021
*
```


Entry ii
ORCA calculation (the ωB97M-V functional and the def2-TZVPD basis) on a cluster of 2 separate species, C3H11N3O in total.

Results
lowest unoccupied orbital energy = 0.645 eV
SMILES = [H]/N=C(\N)NCC.O
molecular weight = 105.141 g/mol

```
! RIJCOSX wB97M-V def2-TZVPD def2/J DEFGRID3
* xyz 0 1
C 1.373 -1.798 -0.034
C 1.256 -0.364 0.443
N -0.067 -0.133 1.040
C -0.857 0.964 0.988
N -0.436 2.018 0.169
N -1.982 0.974 1.605
H 0.540 -2.121 -0.652
H 1.507 -2.481 0.802
H 2.255 -1.918 -0.670
H 1.997 -0.163 1.213
H 1.388 0.354 -0.360
H -0.392 -0.807 1.724
H 0.486 1.999 -0.215
H -1.217 2.510 -0.217
H -2.345 1.922 1.667
H -1.759 -0.831 -2.354
H -0.879 0.420 -2.577
O -0.868 -0.546 -2.574
*
```


Relative to the most stable structure, the computed energies are entry i 2.141; entry ii 0.000, all in eV.